Record 1
9 unconnected molecules or ions with the total composition C21H59N2O12P at a distorted geometry. Source: OMol25; level of theory: ωB97M-V/def2-TZVPD.

The total energy is -2189.01603 a.u. The LUMO energy comes out at -0.79 eV. The gap between HOMO and LUMO comes out at 8.1 eV.

Element x y z (Å)
1 C 0.212 0.768 0.027
2 C 0.879 1.050 -1.470
3 N 2.249 1.263 -1.555
4 C -0.143 1.106 -2.788
5 C -1.238 -0.113 -2.822
6 O -0.947 -1.189 -3.782
7 C 0.478 -1.527 -3.823
8 O 1.196 -1.004 -4.860
9 P 1.453 -2.672 -2.628
10 N 2.396 -1.830 -1.566
11 O 2.564 -3.598 -3.615
12 O 0.440 -3.805 -1.758
13 H 0.641 1.568 0.781
14 H -0.963 0.957 -0.047
15 H 0.473 -0.339 0.305
16 H 2.687 1.177 -0.593
17 H -0.766 2.112 -2.638
18 H 0.450 1.262 -3.800
19 H -1.427 -0.628 -1.769
20 H -2.293 0.359 -3.120
21 H 2.105 -2.155 -0.612
22 H 2.046 -3.911 -4.439
23 H 0.774 -3.875 -0.793
24 C -2.604 3.813 2.132
25 C -1.522 3.896 1.075
26 O -1.852 3.059 -0.024
27 H -2.724 2.782 2.480
28 H -2.362 4.449 2.988
29 H -3.570 4.125 1.723
30 H -0.563 3.562 1.482
31 H -1.405 4.922 0.713
32 H -2.701 3.370 -0.383
33 C -1.070 -1.527 4.117
34 C 0.012 -1.445 3.060
35 O -0.318 -2.281 1.961
36 H -1.190 -2.559 4.464
37 H -0.828 -0.892 4.973
38 H -2.036 -1.215 3.707
39 H 0.971 -1.779 3.467
40 H 0.130 -0.419 2.698
41 H -1.167 -1.971 1.601
42 C 3.877 4.096 -3.247
43 C 3.528 5.445 -2.653
44 O 2.145 5.711 -2.832
45 H 3.634 4.071 -4.314
46 H 4.941 3.878 -3.122
47 H 3.295 3.300 -2.770
48 H 4.095 6.239 -3.148
49 H 3.756 5.473 -1.583
50 H 1.650 5.004 -2.382
51 C 3.111 -5.057 5.533
52 C 3.171 -3.908 4.548
53 O 2.328 -2.852 4.983
54 H 2.085 -5.426 5.632
55 H 3.753 -5.882 5.209
56 H 3.430 -4.732 6.528
57 H 2.831 -4.232 3.560
58 H 4.192 -3.525 4.453
59 H 2.643 -2.566 5.857
60 C -2.246 -6.184 2.163
61 C -2.594 -4.835 2.757
62 O -3.978 -4.569 2.578
63 H -2.488 -6.208 1.095
64 H -1.181 -6.402 2.288
65 H -2.827 -6.979 2.640
66 H -2.027 -4.041 2.262
67 H -2.367 -4.807 3.827
68 H -4.472 -5.275 3.028
69 C 2.805 -3.701 -8.409
70 C 1.881 -4.763 -7.849
71 O 1.464 -4.402 -6.541
72 H 3.683 -3.577 -7.767
73 H 3.139 -3.967 -9.416
74 H 2.300 -2.731 -8.450
75 H 2.397 -5.726 -7.790
76 H 0.995 -4.884 -8.479
77 H 1.001 -3.549 -6.606
78 C -5.419 6.324 -1.320
79 C -4.451 5.409 -0.599
80 O -4.781 4.052 -0.858
81 H -6.447 6.129 -0.996
82 H -5.181 7.373 -1.128
83 H -5.388 6.147 -2.401
84 H -4.502 5.573 0.481
85 H -3.423 5.589 -0.928
86 H -4.725 3.915 -1.819
87 C 0.652 2.203 4.438
88 C 0.303 3.552 5.032
89 O -1.080 3.818 4.853
90 H 0.409 2.179 3.370
91 H 1.716 1.985 4.563
92 H 0.070 1.408 4.915
93 H 0.870 4.347 4.537
94 H 0.531 3.581 6.102
95 H -1.575 3.112 5.303

Atoms 1-3, force components in eV/Å:
C -0.554 0.424 -1.431
C 3.691 0.580 0.796
N -5.831 -0.747 0.486

***

Record 2
6 unconnected molecules or ions with the total composition C21H59N7O6 at a distorted geometry. Source: OMol25; level of theory: ωB97M-V/def2-TZVPD.

The total energy is -1670.14280 a.u. The calculation puts the energy relative to the best compared isomer or geometry (same formula, charge and spin) at 38.8 kcal per mole. The LUMO energy comes out at 0.51 eV. The gap between HOMO and LUMO comes out at 9.0 eV.

Element x y z (Å)
1 C 2.263 2.652 2.428
2 C 2.407 4.133 2.152
3 C 1.370 4.973 2.901
4 O 1.727 6.333 2.801
5 C 1.149 7.147 3.805
6 N 3.792 4.573 2.318
7 H 2.962 2.059 1.844
8 H 1.254 2.258 2.321
9 H 2.518 2.530 3.490
10 H 2.266 4.318 1.077
11 H 1.474 4.636 3.946
12 H 0.346 4.731 2.606
13 H 0.065 7.108 3.636
14 H 1.475 8.174 3.655
15 H 1.371 6.814 4.822
16 H 3.779 5.575 2.155
17 H 4.124 4.457 3.274
18 C 1.107 -2.668 -5.451
19 C 1.242 -1.586 -4.398
20 C 2.671 -1.380 -3.867
21 O 3.177 -2.362 -2.998
22 C 2.259 -2.789 -2.014
23 N 0.766 -0.274 -4.931
24 H 1.272 -3.668 -5.029
25 H 1.862 -2.614 -6.240
26 H 0.112 -2.721 -5.894
27 H 0.535 -1.794 -3.591
28 H 2.764 -0.407 -3.374
29 H 3.297 -1.358 -4.764
30 H 2.905 -3.134 -1.198
31 H 1.740 -3.688 -2.356
32 H 1.637 -2.048 -1.506
33 H 1.560 0.080 -5.475
34 H 0.111 -0.433 -5.694
35 C 2.821 -5.246 3.565
36 C 1.705 -4.585 2.716
37 C 1.330 -5.453 1.506
38 O 0.412 -4.791 0.662
39 C -0.155 -5.661 -0.276
40 N 0.549 -4.422 3.629
41 H 2.972 -4.691 4.483
42 H 3.717 -5.341 2.953
43 H 2.401 -6.229 3.792
44 H 1.990 -3.601 2.338
45 H 1.000 -6.436 1.858
46 H 2.264 -5.587 0.937
47 H -0.798 -6.455 0.119
48 H 0.597 -6.162 -0.897
49 H -0.794 -5.110 -0.968
50 H 0.329 -5.350 3.978
51 H -0.218 -4.088 3.048
52 C -1.242 -0.994 -0.628
53 C -0.645 -1.120 0.789
54 C -1.260 -0.064 1.717
55 O -0.917 1.261 1.336
56 C -1.337 2.197 2.301
57 N -0.827 -2.408 1.386
58 H -1.864 -0.116 -0.819
59 H -1.903 -1.851 -0.801
60 H -0.531 -1.059 -1.455
61 H 0.429 -0.935 0.710
62 H -1.068 -0.316 2.764
63 H -2.357 -0.140 1.653
64 H -1.272 3.130 1.736
65 H -0.847 2.295 3.273
66 H -2.407 2.065 2.514
67 H -1.747 -2.722 1.670
68 H -0.348 -3.123 0.840
69 C -2.472 2.686 -4.219
70 C -1.245 3.506 -3.801
71 C -1.065 3.667 -2.293
72 O -2.008 4.514 -1.671
73 C -1.680 4.968 -0.400
74 N -0.014 2.884 -4.284
75 H -2.388 2.452 -5.281
76 H -3.348 3.329 -4.090
77 H -2.553 1.737 -3.688
78 H -1.270 4.463 -4.329
79 H -0.089 4.143 -2.112
80 H -1.033 2.716 -1.741
81 H -0.747 5.557 -0.410
82 H -1.427 4.156 0.300
83 H -2.518 5.568 -0.058
84 H 0.164 2.912 -5.276
85 H -0.032 1.899 -4.030
86 C -4.595 -2.539 2.011
87 O -3.683 -3.206 2.497
88 N -5.641 -2.073 2.739
89 N -4.570 -2.116 0.699
90 H -5.730 -2.367 3.693
91 H -6.355 -1.513 2.320
92 H -3.674 -2.196 0.254
93 H -5.364 -1.671 0.288

Atoms 1-3, force components in eV/Å:
C 0.125 0.158 0.963
C -0.030 0.317 -1.717
C 1.092 -0.630 1.024

***

Record 3
9 unconnected molecules or ions with the total composition C21H60F3N12O11S at a distorted geometry. Source: OMol25; level of theory: ωB97M-V/def2-TZVPD.

The total energy is -3018.65875 a.u. The calculation puts the energy relative to the best compared isomer or geometry (same formula, charge and spin) at 130.9 kcal per mole. As for the net charge: -1. The LUMO energy comes out at 2.25 eV. The gap between HOMO and LUMO comes out at 9.0 eV.

Element x y z (Å)
1 C -1.593 -0.789 0.192
2 F -1.320 -1.325 1.393
3 F -1.363 -1.694 -0.693
4 F -2.910 -0.371 0.227
5 S -0.413 0.735 -0.186
6 O 0.868 0.144 -0.544
7 O -1.020 1.425 -1.348
8 O -0.407 1.538 0.995
9 C 3.478 0.503 1.744
10 O 4.516 0.465 2.297
11 N 3.018 -0.406 0.970
12 N 2.634 1.500 1.845
13 H 3.485 -1.301 0.960
14 H 2.135 -0.250 0.507
15 H 2.902 2.159 2.562
16 H 1.752 1.501 1.353
17 C 1.655 3.679 -2.651
18 O 2.207 4.531 -3.300
19 N 1.906 2.342 -2.689
20 N 0.809 3.940 -1.761
21 H 1.577 1.786 -1.913
22 H 2.548 1.953 -3.364
23 H 0.447 4.875 -1.638
24 H 0.231 3.121 -1.640
25 C -1.265 1.919 4.187
26 O -1.316 2.009 5.366
27 N -0.682 2.794 3.410
28 N -1.381 0.791 3.657
29 H -0.537 3.705 3.820
30 H -0.628 2.556 2.430
31 H -0.851 0.648 2.810
32 H -1.584 0.103 4.368
33 C -2.235 4.474 0.639
34 O -1.450 5.004 -0.094
35 N -2.709 4.896 1.779
36 N -2.588 3.279 0.345
37 H -2.299 5.655 2.305
38 H -3.378 4.312 2.260
39 H -3.403 3.014 0.879
40 H -2.461 2.907 -0.585
41 C 3.754 -3.853 1.767
42 C 4.049 -3.798 0.254
43 C 2.692 -3.829 -0.521
44 O 1.860 -4.877 -0.029
45 C 0.579 -5.076 -0.453
46 N 4.925 -2.716 -0.012
47 H 4.670 -3.755 2.350
48 H 3.286 -4.795 2.055
49 H 3.067 -3.109 2.170
50 H 4.815 -4.554 0.079
51 H 2.873 -3.775 -1.595
52 H 2.135 -2.904 -0.377
53 H 0.743 -5.191 -1.524
54 H -0.101 -4.225 -0.423
55 H 0.005 -5.857 0.046
56 H 5.066 -2.572 -1.002
57 H 5.836 -2.895 0.386
58 C -1.406 2.502 -4.480
59 C -2.743 3.179 -4.526
60 C -3.436 3.158 -3.210
61 O -4.813 3.587 -3.285
62 C -5.225 4.163 -2.055
63 N -2.537 4.475 -5.130
64 H -1.399 1.418 -4.368
65 H -0.877 2.816 -3.580
66 H -0.868 2.747 -5.396
67 H -3.399 2.571 -5.150
68 H -2.812 3.747 -2.537
69 H -3.299 2.139 -2.846
70 H -4.505 4.947 -1.824
71 H -5.031 3.499 -1.212
72 H -6.250 4.530 -2.012
73 H -3.405 4.991 -5.114
74 H -2.394 4.498 -6.130
75 C -0.984 -1.206 -4.014
76 C -0.976 -2.690 -3.707
77 C -1.375 -3.744 -4.746
78 O -1.687 -4.985 -4.218
79 C -2.338 -5.870 -5.199
80 N 0.311 -3.013 -3.178
81 H -0.061 -0.953 -4.535
82 H -0.953 -0.554 -3.141
83 H -1.917 -0.864 -4.463
84 H -1.728 -2.736 -2.919
85 H -0.486 -3.849 -5.368
86 H -2.205 -3.440 -5.384
87 H -2.350 -6.833 -4.689
88 H -1.873 -5.824 -6.184
89 H -3.324 -5.465 -5.425
90 H 0.524 -2.386 -2.415
91 H 0.240 -3.874 -2.655
92 C 2.323 -1.022 7.659
93 C 2.116 0.152 6.777
94 C 1.956 -0.410 5.314
95 O 0.742 -0.977 5.149
96 C 0.646 -1.747 3.993
97 N 0.987 0.978 7.123
98 H 2.626 -0.647 8.637
99 H 3.248 -1.577 7.504
100 H 1.454 -1.653 7.846
101 H 3.002 0.771 6.923
102 H 2.767 -1.138 5.277
103 H 2.088 0.307 4.504
104 H -0.357 -1.964 3.626
105 H 0.960 -2.728 4.348
106 H 1.253 -1.546 3.110
107 H 0.104 0.548 6.888
108 H 1.041 1.629 6.353

Atoms 1-3, force components in eV/Å:
C 0.150 2.840 1.363
F -0.067 0.257 -0.090
F -0.489 -1.134 -1.350

***

Record 4
8 unconnected molecules or ions with the total composition C21H61N3O12 at a distorted geometry. Source: OMol25; level of theory: ωB97M-V/def2-TZVPD.

The total energy is -1903.66140 a.u. The calculation puts the energy relative to the best compared isomer or geometry (same formula, charge and spin) at 7.8 kcal per mole. The LUMO energy comes out at 0.21 eV. The gap between HOMO and LUMO comes out at 8.9 eV.

Element x y z (Å)
1 C -0.790 3.968 -3.002
2 O -1.228 5.108 -2.291
3 H -1.581 3.242 -3.163
4 H -0.333 4.314 -3.934
5 H 0.004 3.457 -2.446
6 H -0.534 5.766 -2.240
7 C -3.868 3.382 5.117
8 C -3.500 2.263 4.132
9 C -2.312 1.448 4.633
10 O -2.071 0.444 3.691
11 C -1.291 -0.644 4.127
12 N -4.718 1.413 4.079
13 H -4.166 3.036 6.113
14 H -4.707 3.995 4.794
15 H -2.986 4.006 5.298
16 H -3.366 2.806 3.195
17 H -2.667 0.975 5.565
18 H -1.380 1.968 4.895
19 H -1.165 -1.426 3.383
20 H -1.788 -1.077 5.002
21 H -0.286 -0.319 4.423
22 H -4.871 1.092 5.034
23 H -4.295 0.578 3.653
24 C -1.025 1.150 -5.146
25 C 0.318 1.538 -5.737
26 C 1.441 0.551 -5.407
27 O 1.761 0.798 -4.060
28 C 2.841 0.040 -3.476
29 N 0.181 1.557 -7.197
30 H -1.331 0.140 -5.427
31 H -1.815 1.804 -5.518
32 H -0.928 1.211 -4.061
33 H 0.600 2.483 -5.261
34 H 2.297 0.764 -6.060
35 H 1.116 -0.483 -5.572
36 H 2.407 -0.835 -2.991
37 H 3.159 0.712 -2.683
38 H 3.608 -0.164 -4.221
39 H 1.053 1.533 -7.708
40 H -0.329 2.360 -7.542
41 C -4.083 -0.307 -0.856
42 C -3.200 -1.530 -1.039
43 C -2.270 -1.318 -2.253
44 O -1.412 -2.395 -2.534
45 C -0.632 -2.117 -3.706
46 N -2.394 -1.833 0.158
47 H -4.878 -0.402 -0.121
48 H -4.552 -0.163 -1.835
49 H -3.520 0.607 -0.658
50 H -3.800 -2.408 -1.291
51 H -1.725 -0.363 -2.151
52 H -2.806 -1.021 -3.170
53 H -1.245 -2.408 -4.568
54 H 0.170 -2.853 -3.745
55 H -0.403 -1.056 -3.803
56 H -1.668 -2.456 -0.192
57 H -1.877 -0.997 0.427
58 C 2.196 -5.032 -1.528
59 C 0.912 -4.632 -0.837
60 O 0.691 -3.243 -0.741
61 O 2.347 -4.664 -2.883
62 H 2.487 -6.091 -1.476
63 H 3.015 -4.610 -0.921
64 H 0.810 -5.148 0.119
65 H 0.089 -5.109 -1.390
66 H 0.325 -2.995 -1.601
67 H 3.285 -4.562 -3.052
68 C 3.648 -3.046 1.750
69 C 3.701 -1.876 2.740
70 O 2.387 -1.411 3.016
71 O 3.860 -4.222 2.536
72 H 4.406 -2.902 0.983
73 H 2.676 -3.028 1.251
74 H 4.302 -1.110 2.221
75 H 4.249 -2.007 3.674
76 H 2.408 -0.700 3.675
77 H 3.042 -4.450 2.985
78 C 2.942 1.860 4.089
79 C 1.683 2.739 4.266
80 O 1.485 3.076 5.629
81 O 2.772 0.651 4.811
82 H 3.790 2.486 4.373
83 H 3.024 1.639 3.024
84 H 0.727 2.383 3.877
85 H 1.975 3.589 3.641
86 H 1.283 2.287 6.137
87 H 2.589 0.822 5.737
88 C 0.074 1.193 0.799
89 C 0.834 1.001 -0.498
90 O 2.033 0.242 -0.314
91 O -0.400 -0.059 1.295
92 H -0.775 1.851 0.594
93 H 0.607 1.712 1.598
94 H 1.156 1.967 -0.888
95 H 0.236 0.503 -1.266
96 H 1.732 -0.624 -0.002
97 H 0.237 -0.414 1.927

Atoms 1-3, force components in eV/Å:
C 1.326 0.451 0.095
O -0.940 -0.097 0.380
H -0.306 0.406 -0.040

***

Record 5
7 unconnected molecules or ions with the total composition C21H61N4O9 at a distorted geometry. Source: OMol25; level of theory: ωB97M-V/def2-TZVPD.

The total energy is -1732.11256 a.u. The calculation puts the energy relative to the best compared isomer or geometry (same formula, charge and spin) at 0.0 kcal per mole. As for the net charge: +1. The LUMO energy comes out at -1.80 eV. The gap between HOMO and LUMO comes out at 9.5 eV.

Element x y z (Å)
1 N 8.000 41.448 38.611
2 H 8.458 40.751 38.157
3 H 7.408 42.020 38.096
4 H 8.682 42.130 38.932
5 H 7.618 41.063 39.337
6 C 8.558 45.129 37.155
7 O 7.496 44.617 38.049
8 H 8.856 46.000 37.364
9 H 8.135 45.263 36.020
10 H 9.180 44.259 37.156
11 H 6.901 45.340 38.284
12 C 5.887 40.945 34.907
13 O 6.984 40.773 35.679
14 H 4.947 40.986 35.219
15 H 6.145 40.236 34.113
16 H 5.998 41.807 34.231
17 H 7.783 40.966 35.366
18 C 7.009 37.946 38.967
19 O 8.205 38.487 39.440
20 H 6.924 38.237 37.904
21 H 6.232 38.369 39.596
22 H 6.904 36.858 38.898
23 H 8.940 38.230 39.052
24 C 8.005 43.211 30.791
25 O 8.318 43.513 32.049
26 C 8.925 42.345 32.729
27 C 9.342 42.635 34.127
28 N 9.899 41.443 34.765
29 C 10.497 41.789 36.031
30 C 11.070 40.638 36.762
31 O 11.462 41.131 38.006
32 C 11.996 40.306 38.976
33 H 8.821 43.175 30.095
34 H 7.428 44.115 30.617
35 H 7.304 42.443 30.606
36 H 9.753 42.016 32.174
37 H 8.169 41.525 32.481
38 H 8.373 42.988 34.733
39 H 10.152 43.464 34.201
40 H 10.641 41.295 34.205
41 H 9.753 42.168 36.843
42 H 11.135 42.559 36.040
43 H 12.007 40.355 36.222
44 H 10.412 39.662 36.998
45 H 13.009 40.004 38.717
46 H 11.543 39.265 39.046
47 H 11.968 40.913 39.843
48 C 10.112 37.404 43.699
49 O 9.470 38.768 43.629
50 C 10.146 39.568 42.759
51 C 9.548 41.003 42.649
52 N 10.175 41.841 41.743
53 C 9.750 43.197 41.901
54 C 10.303 44.038 40.692
55 O 9.742 45.383 40.789
56 C 10.555 46.343 41.416
57 H 9.356 36.828 44.086
58 H 10.757 37.413 44.418
59 H 10.165 37.021 42.760
60 H 10.028 39.278 41.630
61 H 11.305 39.508 42.981
62 H 9.641 41.429 43.619
63 H 8.448 41.140 42.465
64 H 11.242 41.736 41.814
65 H 10.033 43.525 42.815
66 H 8.734 43.400 41.762
67 H 10.270 43.623 39.712
68 H 11.353 44.170 40.766
69 H 11.526 46.691 41.026
70 H 10.702 46.068 42.415
71 H 9.963 47.116 41.356
72 C 3.923 38.211 37.175
73 O 4.068 38.833 38.438
74 C 4.449 40.165 38.412
75 C 4.555 40.715 39.779
76 N 5.171 41.988 39.796
77 C 5.268 42.414 41.202
78 C 5.776 43.939 41.265
79 O 6.079 44.292 42.548
80 C 6.462 45.768 42.701
81 H 4.914 38.238 36.675
82 H 3.251 38.505 36.384
83 H 3.828 37.179 37.318
84 H 3.497 40.509 37.980
85 H 5.280 40.266 37.933
86 H 5.112 40.060 40.387
87 H 3.715 40.763 40.299
88 H 4.608 42.648 39.414
89 H 5.996 41.812 41.838
90 H 4.294 42.212 41.744
91 H 5.084 44.616 40.897
92 H 6.789 43.838 40.756
93 H 6.542 45.953 43.829
94 H 5.563 46.317 42.629
95 H 7.535 46.033 42.205

Atoms 1-3, force components in eV/Å:
N 3.305 4.478 -1.848
H 1.598 -2.519 -2.399
H -2.186 0.785 -1.666

***

Which formula does entry 4 have? C21H61N3O12

***

The highest gap between HOMO and LUMO belongs to which entry? C21H61N4O9

***

Look up the gap between HOMO and LUMO of the fourth one. 8.9 eV